(1)
{"formula": "C9H66NO25", "method": "ωB97M-V/def2-TZVPD", "elements": ["H", "C", "H", "O", "H", "H", "C", "H", "H", "O", "H", "C", "H", "H", "O", "H", "H", "H", "H", "C", "H", "H", "O", "H", "H", "H", "H", "H", "H", "H", "H", "O", "H", "O", "H", "H", "O", "O", "H", "H", "H", "H", "O", "H", "H", "H", "H", "O", "H", "O", "O", "H", "O", "O", "H", "O", "H", "H", "O", "O", "O", "H", "O", "H", "H", "C", "H", "H", "O", "H", "H", "C", "H", "C", "H", "H", "O", "H", "H", "C", "H", "N", "H", "C", "H", "H", "O", "O", "O", "H", "H", "H", "H", "H", "O", "H", "H", "H", "H", "H", "H"], "positions_angstrom": [[3.2877, -1.9635, 1.2715], [-1.8345, 0.7547, 0.2051], [-3.9144, -1.6288, -1.8224], [1.9255, 1.1784, 0.0403], [4.8866, 0.0674, -1.5646], [1.2446, -0.2468, -2.7788], [-0.9203, -1.1749, -1.1437], [-2.2781, 4.0137, 0.3735], [2.5754, 2.0765, -0.0496], [0.6061, 4.5806, 0.8740], [-0.0987, -0.5142, -4.3270], [1.4012, -0.9459, -1.9573], [-1.9506, 0.7394, 4.1219], [-1.1362, 3.0794, 1.6324], [-4.4073, 1.5970, 0.7146], [-1.0440, -2.2518, -1.0289], [-5.0188, -0.4052, -1.2959], [-1.2059, -0.8825, -2.1541], [4.3056, -1.4841, -0.2494], [-0.4911, 1.2067, 0.7357], [0.1428, -3.5457, 1.4273], [-2.3273, -2.7622, -2.4577], [-1.1362, 0.9728, 4.5673], [2.7762, 3.4932, -0.5441], [0.7255, 0.6476, 2.5880], [0.9492, 1.8106, -1.2904], [1.5983, 1.9379, 1.3059], [0.6908, -2.7406, 0.2293], [-3.5581, 3.9610, -0.4331], [0.3634, 4.2488, 0.0096], [0.7420, 2.5481, 3.3538], [1.7707, 2.1204, 2.2296], [-2.7441, 3.3239, -2.9125], [-2.8204, 2.4247, -2.5936], [0.0542, 1.6457, -2.3544], [1.6143, -0.5135, 3.4979], [-0.5441, -0.8589, -3.5531], [1.9545, 0.3810, 3.5183], [-2.5807, 0.9286, 0.9804], [-0.1237, -4.3117, -1.1700], [2.5231, 0.5200, 0.8304], [1.2330, -4.2914, 2.1672], [0.7284, -2.9338, -3.8627], [-2.8447, -0.8558, -0.8448], [2.4730, -0.9722, -1.7606], [1.5858, 1.2942, 2.6761], [1.4546, 3.1579, -1.7608], [-3.4762, -2.2415, -2.4131], [3.4918, -0.4903, -1.7522], [-0.7749, 1.2432, -2.6127], [-1.0989, -3.5916, 0.7326], [-3.6337, 2.1514, 0.6126], [-3.1441, 3.6063, 0.3536], [0.8127, 2.4774, -1.9634], [-0.0874, -0.4566, -2.8143], [0.3561, -3.5963, -1.5875], [-1.4847, -3.9377, -0.0721], [2.8099, 0.3222, 3.0928], [-4.5366, -0.6194, -0.4973], [3.2373, 2.7631, -0.1311], [4.4095, -0.7538, -1.6841], [0.9912, -2.8699, -2.9445], [0.1290, 3.0277, 3.9110], [-0.2667, -3.2206, -2.2097], [1.1898, -1.8772, -2.4828], [-0.3098, 0.7173, 2.2540], [-1.1104, 0.8475, -1.8083], [0.4986, -1.4720, 1.3974], [1.4865, -1.8125, 3.2790], [0.1118, 3.9114, 3.5437], [3.1976, -0.8292, 0.7017], [1.0036, -1.7233, 0.4647], [2.0726, -1.6897, 0.6745], [-1.9708, -0.7312, -0.2052], [2.1798, -1.8902, 2.6237], [-1.2846, -2.6530, 0.7034], [0.5184, -3.6683, 2.2992], [-1.1073, 3.1144, -0.2205], [-3.9984, -2.2169, -3.2149], [-0.6389, 2.7868, 0.7076], [3.3276, -3.1918, 2.1554], [0.5783, 0.6990, -0.2342], [-0.7336, 1.4415, 2.9497], [0.5480, -0.7658, -0.7213], [3.1010, -2.3932, -0.3698], [0.3120, 3.3157, 0.6431], [-1.3850, -2.8110, -2.6185], [2.8769, -2.3550, 2.0423], [3.7087, -2.0226, 0.2702], [-2.0530, -1.3617, 0.6801], [-0.8654, -0.1993, 2.4517], [0.8330, -2.0459, -4.2046], [-0.6322, 1.4527, 3.9101], [-2.0048, 2.2689, -2.1175], [3.2569, 0.0054, 1.1666], [0.9686, -2.6109, 3.1763], [0.2096, 5.4507, 0.9171], [-3.9205, 0.1048, -0.3874], [-1.1838, -2.0146, -3.1099], [-4.9379, 1.7801, -0.0607], [-2.2104, 1.1990, -0.7165]], "energy_ha": -2317.0065, "total_charge": -1, "relative_energy_kj_mol": 3491.4, "fmax_ev_per_a": 10.75}

=====

(2)
{"formula": "C9H68NO26", "method": "ωB97M-V/def2-TZVPD", "elements": ["H", "H", "C", "H", "H", "H", "H", "H", "H", "H", "H", "H", "H", "H", "C", "H", "H", "C", "C", "H", "H", "H", "H", "H", "O", "O", "H", "O", "H", "H", "H", "H", "C", "O", "H", "H", "H", "C", "O", "H", "O", "H", "H", "O", "O", "O", "H", "H", "H", "O", "O", "H", "O", "H", "H", "C", "O", "O", "H", "H", "H", "H", "O", "H", "H", "O", "O", "N", "H", "H", "H", "O", "H", "H", "O", "H", "H", "O", "H", "H", "H", "O", "H", "H", "O", "H", "H", "H", "O", "H", "H", "O", "C", "H", "H", "H", "C", "H", "H", "H", "O", "O", "H", "H"], "positions_angstrom": [[13.0488, 28.1988, 20.1926], [19.0711, 31.3499, 24.4298], [15.8822, 28.6777, 21.9321], [12.4699, 27.0695, 19.3348], [15.9327, 31.8992, 26.8252], [13.5213, 25.0598, 23.8442], [15.9963, 29.7501, 21.7456], [9.7537, 28.0278, 22.7444], [14.9393, 25.2024, 29.6997], [19.8333, 30.9327, 20.9174], [14.6870, 28.9336, 29.4583], [15.6982, 32.3527, 19.3496], [18.3497, 32.6578, 24.1082], [12.9936, 30.4539, 18.7071], [14.0290, 29.3518, 23.3610], [14.5242, 22.0897, 26.5802], [16.9973, 32.1334, 22.8011], [12.9504, 27.7894, 24.9504], [13.2869, 29.2538, 24.6874], [11.1663, 28.5687, 28.3201], [13.0961, 33.3128, 21.5812], [13.8753, 32.9281, 25.9532], [14.1578, 30.4306, 23.2053], [18.2920, 25.5869, 25.5802], [10.5989, 29.3023, 21.6756], [12.3328, 24.1936, 27.8126], [16.9679, 23.4435, 25.2862], [14.4075, 22.2408, 27.5248], [12.7902, 25.2782, 25.3941], [17.1402, 25.8703, 22.1800], [19.0387, 30.6734, 22.1939], [15.6341, 26.3002, 20.1968], [13.7133, 25.4721, 24.8352], [12.4436, 32.7689, 21.1280], [12.8813, 31.9208, 21.0117], [14.4691, 26.6476, 27.0864], [10.4914, 29.9888, 26.5767], [15.0229, 27.0165, 26.2259], [12.3625, 27.5111, 20.1848], [16.9990, 28.4671, 24.7491], [18.3863, 26.4767, 25.2319], [13.3518, 28.9503, 22.5985], [11.0966, 31.1079, 27.4544], [16.4601, 31.3189, 27.4046], [16.1300, 32.5489, 22.6854], [16.3953, 23.4126, 24.5146], [16.8691, 28.2198, 21.8341], [13.4577, 26.4111, 21.1327], [16.9424, 29.9467, 23.7422], [19.1610, 30.3523, 21.2859], [19.3307, 28.5393, 26.9025], [14.3918, 31.7406, 25.1349], [15.3023, 29.2576, 28.7949], [18.7311, 29.2883, 26.8236], [18.9813, 27.8735, 26.2745], [15.3437, 28.5623, 23.3468], [16.3766, 26.4295, 19.5596], [13.3807, 30.2018, 19.5520], [11.5943, 24.5080, 28.3423], [9.3733, 28.1426, 25.0242], [10.8618, 28.5031, 25.0280], [14.6941, 31.3592, 19.9313], [17.9649, 25.6607, 21.6803], [10.9221, 30.0656, 22.1693], [12.2581, 27.4293, 24.1787], [15.0707, 32.2402, 20.0719], [11.3442, 27.6951, 28.7175], [14.9888, 27.1769, 23.7024], [9.2182, 26.6026, 22.5108], [11.9848, 27.8762, 29.4088], [12.4759, 27.6571, 25.9282], [14.6832, 32.5237, 25.6211], [15.2996, 28.2093, 21.1432], [15.8914, 32.3923, 21.7527], [9.9872, 28.8531, 25.2574], [15.7409, 28.4696, 28.4486], [15.8109, 30.9221, 28.0083], [16.0558, 26.2797, 23.4986], [15.9185, 29.7236, 25.1695], [11.3901, 28.8888, 21.2952], [12.3675, 29.8504, 24.6841], [9.1364, 27.3547, 23.1038], [16.8944, 29.7439, 19.3543], [16.3385, 28.3163, 19.2116], [14.3420, 26.0133, 21.1598], [12.9399, 24.9458, 27.7729], [13.8963, 29.6109, 25.5258], [15.4219, 28.0020, 26.4713], [18.7041, 31.8592, 23.6954], [16.1665, 24.3459, 24.3306], [14.6452, 26.1267, 22.0849], [14.2556, 25.6589, 29.1957], [14.2252, 26.9176, 24.9240], [17.1586, 26.2281, 20.1228], [13.8215, 23.0147, 27.5769], [15.8954, 26.3714, 26.0893], [16.3512, 29.2227, 24.3018], [14.4337, 24.7998, 25.3091], [18.6025, 26.3248, 21.9642], [14.2282, 26.5436, 29.5700], [10.6929, 30.2369, 27.5041], [16.1701, 29.2512, 18.9536], [14.2491, 29.8157, 19.3246], [17.6171, 26.5949, 24.6306]], "energy_ha": -2394.7960, "total_charge": -1, "relative_energy_kj_mol": 0.0, "fmax_ev_per_a": 1.32}

=====

(3)
{"formula": "C9H6BNO4", "method": "ωB97M-V/def2-TZVPD", "elements": ["H", "H", "O", "C", "C", "C", "B", "O", "H", "C", "H", "N", "C", "C", "C", "H", "O", "C", "C", "H", "O"], "positions_angstrom": [[3.0230, 2.2176, 1.3225], [-2.5009, 0.3944, 0.9512], [2.3060, -2.3086, 0.3323], [2.0692, 0.4182, 0.6771], [-1.5818, -0.0526, -0.6721], [2.1370, 1.7407, 0.8502], [-1.0896, -1.9095, 0.0315], [0.1011, -2.5811, 0.5452], [1.1720, 3.5041, 0.1622], [1.2509, -1.7629, 0.3336], [2.9559, -0.2479, 0.8730], [-1.8924, -0.1949, -3.2213], [-1.7510, -0.1417, -2.0813], [1.0760, 2.4348, 0.2983], [-0.0628, 1.7922, -0.2002], [-0.9300, 2.3225, -0.5287], [-2.6363, 0.4334, 0.0088], [-0.1992, 0.4296, -0.2399], [0.9295, -0.2774, 0.1854], [-2.2161, -3.5461, 0.3604], [-2.1606, -2.6647, 0.0117]], "energy_ha": -727.1403, "total_charge": 0, "relative_energy_kj_mol": 42.8, "fmax_ev_per_a": 7.03}

=====

(4)
{"formula": "C9H6ClN3", "method": "ωB97M-V/def2-TZVPD", "elements": ["Cl", "N", "C", "H", "C", "C", "H", "C", "C", "C", "N", "H", "H", "C", "C", "C", "H", "H", "N"], "positions_angstrom": [[0.1152, 2.6957, 0.4982], [-3.1045, -0.3173, -0.6975], [2.5701, 0.5552, 0.6283], [3.1838, 1.2397, -1.3576], [2.4746, 0.9825, -0.6334], [0.7999, -1.3236, 0.4995], [0.6569, -2.2178, 1.0968], [0.9142, -1.1199, -0.7885], [-2.9941, -0.7126, 0.5805], [1.1122, 0.1156, 0.9334], [-1.1932, 0.3253, 0.2111], [0.4785, -1.7853, -1.4861], [-1.8240, 0.7961, -1.8287], [1.1177, 0.3569, -0.7896], [-2.1056, 0.4108, -0.8645], [0.0601, 0.8306, 0.2617], [3.1754, 0.9658, 1.5045], [-3.6477, -1.3433, 1.1281], [-1.7898, -0.4544, 1.1040]], "energy_ha": -970.6532, "total_charge": 0, "multiplicity": 3, "s2": 2.0075, "fmax_ev_per_a": 6.84}

=====

(5)
{"formula": "C9H6ClNS", "method": "ωB97M-V/def2-TZVPD", "elements": ["H", "C", "C", "H", "H", "C", "C", "C", "Cl", "C", "S", "H", "C", "N", "C", "H", "C", "H"], "positions_angstrom": [[-1.3638, -2.5903, -2.3468], [-0.1825, -0.1408, -0.1952], [3.0882, 1.8629, 0.3208], [-3.2039, -2.3942, -0.8089], [-1.1500, 0.4084, 1.6793], [2.1521, 2.1370, 1.2559], [-0.1925, -1.0149, -1.3268], [0.9358, 0.7400, 0.1120], [2.3630, 3.0313, 2.6598], [-2.3636, -0.8744, 0.4495], [2.4133, 0.7811, -0.8255], [0.6390, -1.0663, -2.0022], [-1.2919, -1.8386, -1.5432], [0.9529, 1.4944, 1.1485], [-1.2631, -0.0993, 0.7342], [-3.2644, -0.9631, 1.0338], [-2.4195, -1.7013, -0.6640], [4.1507, 2.2282, 0.3191]], "energy_ha": -1259.6877, "total_charge": 0, "smiles": "Clc1csc(-c2ccccc2)n1", "relative_energy_kj_mol": 0.0, "fmax_ev_per_a": 2.98}

=====

(6)
{"formula": "C9H6F3N5O4", "method": "ωB97M-V/def2-TZVPD", "elements": ["C", "N", "C", "O", "N", "F", "C", "O", "H", "N", "C", "N", "H", "H", "H", "H", "C", "O", "N", "O", "H", "F", "C", "C", "F", "C", "C"], "positions_angstrom": [[-0.1803, 0.9283, 2.5767], [0.7956, 1.8008, 4.8246], [-0.9632, 1.6504, 1.6353], [-3.0064, 1.1355, -1.3022], [-2.4745, 1.7394, -0.3079], [1.8276, -0.7252, -3.0526], [-0.6600, -1.0888, 1.2591], [-1.1963, -3.3909, 0.9598], [0.7454, -0.1604, -0.6609], [0.3609, -1.3631, 3.3218], [0.3554, 1.4139, 3.8127], [-1.2645, -0.7613, -1.0820], [-1.0829, 2.7311, 1.7489], [-2.0334, -0.3348, -1.6524], [-2.6268, -0.8740, 0.4849], [-1.2805, -1.7793, -1.2272], [-1.6046, -0.4544, 0.3093], [-0.0778, -2.5867, 2.8317], [-0.7376, -2.4255, 1.5493], [-2.7477, 2.9371, -0.0733], [-0.1116, 0.8355, -1.9068], [0.5479, -2.3640, -2.2636], [-1.5908, 1.0291, 0.5497], [-0.0719, -0.4739, 2.3755], [-0.2906, -0.9220, -3.7115], [0.5729, -1.0341, -2.6387], [0.0625, -0.1792, -1.5171]], "energy_ha": -1220.6235, "total_charge": 0, "smiles": "N#CC1=CC(=[N+]([O-])[O-])[C@@H]([NH2+]CC(F)(F)F)c2c1no[n+]2[O-]", "relative_energy_kj_mol": 14.5, "fmax_ev_per_a": 3.48}